No. 1
Density functional theory data (wB97M-V/def2-TZVPD) for a cluster of 2 separate species, C3H5ClP in total at a distorted geometry.

```
10
Properties=species:S:1:pos:R:3:forces:R:3
C 0.583405 1.898307 0.393382 0.1 -3.5 1.2
C 0.553310 1.370310 -0.762611 -0.6 0.8 -4.1
C -1.248948 -1.619110 0.109083 0.7 3.6 0.6
P 0.693570 -0.027228 0.273762 -2.3 0.8 0.2
Cl 2.524786 -0.749414 0.215429 0.3 -0.4 0.0
H 0.529488 2.595895 1.144019 0.0 1.7 1.3
H 0.416289 1.776512 -1.801845 0.3 -0.8 1.0
H -1.546061 -1.504677 -0.900453 -0.4 0.4 -0.7
H -1.811906 -1.331914 0.975588 -0.6 0.7 -0.1
H -0.693933 -2.408681 0.353649 2.4 -3.3 0.5
```
Forces are in eV/Å.

Values from the calculation:
**Charge**: +1
**LUMO energy**: -6.40 eV
**Maximum force**: 4.17 eV Å⁻¹
**Spin multiplicity**: 1
**ΔE to the lowest compared entry with this formula, charge and spin**: 45.0 kcal per mole

Results of the Mulliken charge analysis, in e, for atoms 1 through 8: number 1, C, carries -0.207; number 2, C, carries -0.154; number 3, C, carries -0.748; number 4, P, carries 0.297; number 5, Cl, carries -0.100; number 6, H, carries 0.452; number 7, H, carries 0.357; number 8, H, carries 0.368

***

No. 2
Density functional theory data (wB97M-V/def2-TZVPD) for a cluster of 6 separate species, C35H71ClN6O10 in total at a distorted geometry.

```
123
Properties=species:S:1:pos:R:3:forces:R:3
C -3.042893 1.819871 -1.115503 -0.4 -0.4 -0.6
C -3.509725 0.360263 -1.397770 0.4 1.2 0.0
C -2.505471 -0.730253 -0.948135 -1.5 -1.2 0.2
C -3.294109 -1.874537 -0.241325 0.3 -0.1 0.5
C -1.595817 -1.206653 -2.114975 0.4 1.8 -0.6
C -2.281711 -1.660584 -3.395595 -1.0 -0.9 0.2
C -3.295759 -2.818449 -3.231046 0.6 0.4 -1.0
C -3.529103 -3.454144 -4.607184 0.3 -0.3 0.7
Cl -2.102961 -4.536052 -4.945549 -0.3 0.2 -0.2
O -1.041660 0.101029 -2.535981 0.2 0.9 -0.4
C 0.041605 0.412751 -1.796459 -2.9 -4.9 -0.2
O 0.558277 1.432069 -1.724919 2.2 4.0 0.3
O 0.396959 -0.722630 -1.127480 0.7 0.0 1.3
C -0.220205 -1.835101 -1.787958 0.5 -0.4 -2.2
C 0.653582 -1.946329 -3.121767 -0.7 -1.1 0.3
C 2.136560 -1.703938 -2.884182 0.3 -0.3 -0.3
N 2.904282 -2.156721 -4.080094 0.1 0.2 0.5
C -0.091900 -3.243236 -1.195095 -0.3 0.4 1.4
C -0.497790 -3.494277 0.267464 0.2 -0.1 0.4
C -0.157263 -2.380200 1.256345 0.6 -0.6 0.8
C -0.421181 -2.820349 2.720931 0.0 0.0 -0.9
C 0.661022 -3.728733 3.312392 -0.5 -0.2 1.3
C 0.946631 -3.419481 4.811226 0.3 -0.3 -0.8
O -0.239042 -3.082597 5.562256 -0.5 0.7 -1.1
C -0.077105 -1.936914 6.296148 -2.2 -0.1 -1.3
C -1.016563 -0.765611 6.132086 -0.8 -0.3 -0.2
O 0.788927 -1.870443 7.069155 3.1 0.3 2.5
H -3.540859 2.259694 -0.251417 0.2 -0.1 0.1
H -1.962272 1.921945 -1.034619 -0.1 0.0 0.2
H -3.339908 2.430954 -1.961960 0.1 0.2 0.1
H -4.473427 0.262285 -0.897077 0.1 -0.4 0.1
H -3.737882 0.321689 -2.464879 0.1 -0.3 0.1
H -1.886147 -0.264323 -0.182065 0.3 -0.1 -0.2
H -2.962590 -1.939594 0.798784 0.0 -0.1 -0.1
H -4.367744 -1.692601 -0.184770 0.1 0.1 -0.2
H -3.165966 -2.864305 -0.675939 0.1 0.1 0.0
H -1.571076 -1.959750 -4.164844 0.2 0.1 0.3
H -2.831561 -0.822806 -3.822358 0.2 0.1 0.1
H -4.244867 -2.424410 -2.861118 0.1 -0.3 0.3
H -2.857510 -3.583217 -2.590541 -0.5 -0.1 0.2
H -3.587902 -2.712727 -5.401013 0.0 -0.1 0.0
H -4.401015 -4.102899 -4.616937 0.0 0.0 -0.1
H 0.571256 -2.997626 -3.424079 0.0 0.1 -0.3
H 0.241790 -1.369121 -3.948600 0.4 0.3 0.2
H 2.483228 -2.288599 -2.023292 -0.2 0.3 0.2
H 2.375352 -0.661363 -2.679002 -0.1 0.0 -0.1
H 3.106923 -3.142484 -3.933091 -0.1 0.0 -0.3
H 3.814456 -1.705559 -4.028250 -0.1 -0.1 -0.2
H 0.952987 -3.543049 -1.294435 0.0 0.1 0.0
H -0.657844 -3.925392 -1.835242 0.0 0.2 -0.2
H -1.543293 -3.778781 0.398076 -0.1 0.2 -0.3
H 0.056249 -4.381004 0.604464 0.0 0.0 -0.1
H 0.925782 -2.216176 1.184267 -0.1 0.5 -0.1
H -0.668487 -1.438124 1.075552 0.0 -0.1 -0.2
H -1.354671 -3.394225 2.717774 -0.1 0.3 0.3
H -0.569025 -1.925574 3.328213 0.1 -0.1 0.0
H 1.632779 -3.650529 2.816360 -0.1 0.0 -0.1
H 0.332189 -4.770872 3.266420 0.1 0.0 -0.3
H 1.645108 -2.581576 4.813321 0.0 0.0 0.4
H 1.423201 -4.283366 5.277044 0.1 0.1 0.1
H -0.634913 -0.056977 5.392232 0.0 -0.2 -0.2
H -2.034030 -1.046217 5.855317 0.2 -0.1 -0.2
H -1.077754 -0.235284 7.080341 0.2 -0.1 0.0
C -2.501494 5.637556 -3.774159 0.0 0.0 0.0
C -3.369508 5.621463 -2.539280 0.0 -0.2 0.2
O -3.327496 4.706963 -1.733424 0.0 0.3 -0.1
N -4.215344 6.672153 -2.346222 0.2 0.0 -0.2
C -4.405573 7.839920 -3.185237 -0.2 -0.1 0.4
H -1.889367 4.739946 -3.784886 -0.1 0.0 0.1
H -3.118810 5.648727 -4.673743 0.1 0.1 0.0
H -1.843517 6.508074 -3.766146 -0.1 0.0 -0.1
H -4.763498 6.594914 -1.503592 0.0 0.0 0.0
H -4.181694 8.737997 -2.606156 0.0 0.1 -0.2
H -5.447574 7.884073 -3.507617 0.1 0.1 -0.1
H -3.763920 7.811506 -4.059538 0.0 -0.1 0.0
C 2.035857 1.065632 4.181030 0.0 0.0 0.0
C 1.140070 1.487181 3.042625 -0.2 0.0 -0.2
O 0.025371 1.004411 2.887396 -0.1 -0.2 0.2
N 1.604665 2.423819 2.183656 0.1 -0.2 0.3
C 2.885831 3.107774 2.199897 -0.4 0.1 -0.4
H 1.524166 0.308676 4.768803 0.0 0.0 0.0
H 2.962917 0.637551 3.796710 0.1 0.1 0.1
H 2.257284 1.918732 4.823708 0.1 0.0 0.0
H 0.951661 2.652453 1.448831 0.1 0.0 0.0
H 2.707112 4.180644 2.278063 0.2 0.0 0.1
H 3.402496 2.900379 1.260126 0.2 0.0 0.1
H 3.505454 2.785449 3.029996 -0.1 0.0 0.0
C 1.210642 0.312738 -6.224285 0.0 0.0 0.0
C -0.124472 -0.003320 -6.853864 -0.1 0.1 0.1
O -1.178456 0.281477 -6.306238 0.0 -0.1 0.0
N -0.122310 -0.625925 -8.063844 0.2 0.1 0.2
C 1.017881 -1.041212 -8.858349 -0.5 -0.1 -0.1
H 1.040480 0.804282 -5.269581 -0.1 0.0 0.0
H 1.777469 -0.604014 -6.046716 0.1 0.1 0.0
H 1.783915 0.985049 -6.865117 0.1 -0.1 0.0
H -1.046602 -0.806574 -8.423503 0.0 0.0 0.0
H 0.978448 -0.543484 -9.829311 0.2 0.0 0.0
H 0.969833 -2.120036 -9.017030 0.2 0.0 0.0
H 1.954687 -0.795172 -8.369814 0.0 0.0 0.1
C 5.237858 -6.351921 7.239486 0.0 0.0 0.0
C 4.268023 -6.305091 6.084052 0.0 0.1 -0.3
O 4.586594 -5.874352 4.987015 0.0 0.0 0.1
N 3.005625 -6.763487 6.301178 0.2 0.0 0.1
C 2.440692 -7.307067 7.522039 -0.3 0.1 -0.4
H 6.194109 -5.955008 6.911499 -0.1 0.0 -0.1
H 4.873009 -5.742252 8.067364 0.0 -0.1 0.1
H 5.383491 -7.380411 7.573278 0.0 0.0 0.1
H 2.413589 -6.701860 5.487289 0.0 0.0 0.0
H 2.091833 -8.324004 7.333016 0.0 0.0 0.2
H 1.587291 -6.697031 7.823472 0.0 -0.1 0.2
H 3.168608 -7.323670 8.326191 0.0 0.0 -0.1
C 3.097349 7.523908 1.262241 0.0 0.0 0.0
C 2.229408 7.318808 2.480226 0.0 -0.1 0.2
O 2.463253 6.446796 3.303317 0.0 0.0 -0.1
N 1.161408 8.143778 2.640031 0.2 0.0 -0.2
C 0.723898 9.226717 1.779759 -0.2 -0.1 0.4
H 3.901764 6.794025 1.276536 -0.1 0.0 0.1
H 2.514463 7.381880 0.350937 0.0 0.1 0.0
H 3.534419 8.523405 1.269906 -0.1 0.0 -0.1
H 0.626973 7.949908 3.472920 0.0 0.0 0.0
H 0.719904 10.157522 2.349808 0.0 0.1 -0.2
H -0.292129 9.022963 1.437076 0.0 0.1 -0.1
H 1.373821 9.339855 0.918549 0.0 0.0 0.0
```
Forces are in eV/Å.

Values from the calculation:
**LUMO energy**: 0.50 eV
**Maximum force**: 5.71 eV Å⁻¹
**SMILES**: CC[C@@H](C)[C@@]1(CCCCl)OC(=O)O[C@@]1(CCN)CCCCCCOC(C)=O.CNC(C)=O.CNC(C)=O.CNC(C)=O.CNC(C)=O.CNC(C)=O
**Spin multiplicity**: 1

Results of the Mulliken charge analysis, in e, for atoms 1 through 8: number 1, C, carries -1.215; number 2, C, carries -0.874; number 3, C, carries 1.593; number 4, C, carries -1.861; number 5, C, carries 1.049; number 6, C, carries -1.649; number 7, C, carries -0.703; number 8, C, carries -0.816

***

No. 3
Density functional theory data (wB97M-V/def2-TZVPD) for an isolated molecule of C5H6O.

```
12
Properties=species:S:1:pos:R:3:forces:R:3
C -1.099577 -0.936269 -0.228876 -0.1 0.0 0.0
C -0.082498 0.158320 -0.029972 0.0 -0.2 -0.1
C -0.423412 1.571471 0.171687 -0.1 0.2 -0.2
O -0.071956 0.746896 1.269528 -0.1 0.2 0.3
C 1.268774 -0.233481 -0.389720 0.5 -0.3 0.4
C 2.352061 -0.719679 -0.204582 -0.3 0.2 0.0
H -0.691636 -1.861038 0.192668 -0.1 0.1 -0.1
H -1.315926 -1.105920 -1.287652 0.1 0.1 0.1
H -2.020516 -0.687125 0.300637 0.0 0.0 -0.1
H -1.469282 1.876217 0.161610 0.1 -0.1 -0.1
H 0.299451 2.340629 -0.106615 -0.1 -0.2 0.1
H 3.254522 -1.150019 0.151287 0.3 0.0 -0.4
```
Forces are in eV/Å.

Values from the calculation:
**LUMO energy**: 1.04 eV
**Maximum force**: 0.74 eV Å⁻¹
**SMILES**: C#C[C@]1(C)CO1
**Spin multiplicity**: 1
**ΔE to the lowest compared entry with this formula, charge and spin**: 68.8 kcal per mole

Results of the Mulliken charge analysis, in e, for atoms 1 through 8: number 1, C, carries -1.251; number 2, C, carries 1.261; number 3, C, carries -0.574; number 4, O, carries -0.430; number 5, C, carries -0.796; number 6, C, carries -0.137; number 7, H, carries 0.305; number 8, H, carries 0.301

***

No. 4
Density functional theory data (wB97M-V/def2-TZVPD) for a structure of composition C23H26CrF4N6O3PSTe at a distorted geometry.

```
66
Properties=species:S:1:pos:R:3:forces:R:3
Cr 0.269427 0.852021 0.063602 0.4 0.0 3.0
C 1.136990 -0.146430 2.865871 -0.1 -0.1 0.1
N 1.366493 1.104216 2.122193 0.0 -0.2 0.0
C 2.795520 1.421605 2.188206 0.0 0.0 0.0
C 0.637195 2.212214 2.768419 -0.4 0.1 0.0
C -0.840330 2.197699 2.429318 -0.1 0.0 -0.2
N -0.940734 2.408803 0.996662 0.0 0.4 -0.1
C -2.147978 2.636986 0.458476 -0.1 0.3 0.0
C -2.215419 3.152944 -0.869290 0.1 -0.1 0.3
F -1.040526 3.452323 -1.479055 0.0 0.0 -0.2
C -3.385523 3.409671 -1.534022 -0.1 0.0 0.1
F -3.340299 3.896860 -2.789641 0.1 0.0 -0.1
C -4.616935 3.219698 -0.929320 -0.1 0.0 -0.1
C -4.594926 2.769209 0.376161 0.0 0.1 -0.2
F -5.768790 2.597588 1.015208 0.0 -0.1 0.1
C -3.429661 2.489356 1.055508 0.1 -0.1 -0.1
F -3.556881 2.039037 2.326313 0.0 0.0 0.0
H 1.457267 -0.038169 3.912301 0.1 0.0 0.0
H 1.697114 -0.959860 2.403453 0.0 0.0 0.0
H 0.087045 -0.421558 2.825598 0.0 0.0 0.0
H 3.091971 1.646465 3.221755 0.0 0.0 0.0
H 3.017101 2.288454 1.565034 0.0 0.0 0.0
H 3.390152 0.580820 1.841221 0.0 0.0 0.0
H 1.046267 3.150449 2.386026 0.1 0.0 0.0
H 0.790167 2.175710 3.856921 0.1 0.0 0.0
H -1.329765 3.004956 2.986323 0.0 0.0 0.1
H -1.296955 1.251064 2.734566 0.0 0.0 0.1
H -5.542007 3.419121 -1.447181 0.0 0.0 0.0
C -3.304103 -3.943695 2.072762 0.2 0.1 -0.1
C -1.961850 -4.028450 1.360349 -0.2 -0.1 0.0
O -1.231921 -2.821817 1.492993 0.0 0.1 0.0
P -1.306334 -1.719133 0.224278 0.2 -0.9 0.3
O -1.155880 -0.389340 0.978588 0.6 0.5 -0.2
Te -3.275171 -0.363669 -2.935392 -0.7 -0.4 -0.6
O 0.321194 -1.878635 -0.296185 -0.1 0.0 0.0
C 0.576021 -3.033846 -1.086840 0.0 -0.1 -0.1
C 1.195961 -2.684462 -2.431794 -0.1 0.1 0.2
H -3.884200 -4.852353 1.901201 0.0 0.0 0.0
H -3.859491 -3.087986 1.686915 -0.1 0.0 0.0
H -3.162482 -3.803895 3.145473 0.0 0.0 0.0
H -2.133097 -4.265171 0.303132 0.0 0.0 0.0
H -1.352641 -4.829204 1.791501 0.0 0.0 -0.1
H -0.367206 -3.562752 -1.267280 0.0 0.0 0.0
H 1.236588 -3.703061 -0.521040 -0.1 0.0 0.0
H 0.591482 -1.922510 -2.924153 0.0 -0.1 -0.1
H 1.230054 -3.574475 -3.062021 0.0 0.0 0.0
H 2.208158 -2.303679 -2.310970 0.1 0.1 0.0
N -0.595086 0.558912 -1.569574 -1.3 -0.6 -2.7
C -1.463460 0.148301 -2.219885 0.5 0.6 0.6
N -2.587608 -2.094608 -3.606807 0.7 0.1 0.3
C -3.301605 -2.935489 -4.279676 -0.5 -0.1 -0.3
N -3.856575 -3.767012 -4.898111 0.0 0.2 0.1
S 3.457540 2.909462 -2.473531 -0.1 -0.2 0.2
C 2.022110 2.665311 -1.542837 0.2 -0.2 -0.1
N 1.964213 1.554914 -0.872055 0.2 0.6 -0.5
C 3.109092 0.803070 -1.050969 0.9 -0.3 -0.2
C 3.402249 -0.424707 -0.449725 -0.3 0.0 -0.1
C 4.623184 -1.016224 -0.693345 -0.1 -0.1 0.1
C 5.556697 -0.434124 -1.554239 0.0 0.3 -0.1
C 5.282077 0.774823 -2.169747 0.3 -0.2 0.0
C 4.066948 1.383579 -1.897786 -0.5 0.3 0.1
H 1.220204 3.388946 -1.557167 -0.1 0.0 0.1
H 2.651185 -0.904580 0.166964 0.0 0.0 0.0
H 4.854617 -1.959515 -0.215664 0.0 0.0 0.0
H 6.499085 -0.929059 -1.745956 0.0 0.0 0.0
H 5.994096 1.234896 -2.842018 0.0 0.0 0.0
```
Forces are in eV/Å.

Values from the calculation:
**Charge**: -1
**LUMO energy (spin up / spin down)**: 1.72 / 1.70 eV
**<S²>**: 6.0168
**Maximum force**: 3.06 eV Å⁻¹
**Spin multiplicity**: 5
**ΔE to the lowest compared entry with this formula, charge and spin**: 0.0 kcal per mole

Results of the Mulliken charge analysis, in e, for atoms 1 through 8: number 1, Cr, carries 0.560; number 2, C, carries -1.347; number 3, N, carries 1.361; number 4, C, carries -1.401; number 5, C, carries -1.210; number 6, C, carries -0.825; number 7, N, carries -0.269; number 8, C, carries 0.967

***

> Which value of maximum force does entry 3 give?

0.74 eV Å⁻¹